Entry 1:
Below is C56H44AsKN3O2PS5 as an isolated structure in a non-equilibrium geometry, with properties calculated with wB97M-V/def2-TZVPD.

Atoms and positions in Å:
K: -0.261 0.605 -0.203
C: 2.929 0.235 -1.146
O: 1.697 -0.436 -1.349
C: 1.411 -0.968 -2.563
C: 2.354 -1.024 -3.585
C: 2.030 -1.618 -4.799
C: 0.772 -2.152 -5.003
C: -0.176 -2.072 -3.990
C: 0.111 -1.473 -2.779
N: -0.872 -1.332 -1.712
N: -2.043 -1.619 -2.094
C: -3.107 -1.537 -1.203
C: -3.068 -1.052 0.151
O: -2.098 -0.499 0.713
C: -4.295 -1.230 0.927
C: -5.434 -1.698 0.389
C: -5.508 -2.082 -0.988
C: -6.716 -2.539 -1.538
C: -6.803 -2.912 -2.856
C: -5.651 -2.827 -3.649
C: -4.458 -2.391 -3.133
C: -4.339 -1.999 -1.776
H: 3.758 -0.469 -1.245
H: 2.884 0.609 -0.125
H: 3.031 1.068 -1.845
H: 3.339 -0.612 -3.426
H: 2.779 -1.661 -5.582
H: 0.520 -2.625 -5.943
H: -1.171 -2.470 -4.131
H: -4.224 -0.930 1.965
H: -6.335 -1.799 0.986
H: -7.583 -2.591 -0.889
H: -7.739 -3.262 -3.273
H: -5.691 -3.111 -4.696
H: -3.583 -2.332 -3.759
C: -1.557 -2.541 4.402
S: -0.125 -2.888 5.448
C: 0.763 -3.986 4.410
C: 1.267 -3.676 3.178
S: 1.181 -2.174 2.338
S: 2.028 -5.018 2.375
C: 1.834 -6.218 3.591
S: 2.379 -7.799 3.443
S: 0.954 -5.632 4.927
H: -2.167 -1.798 4.912
H: -2.157 -3.436 4.246
H: -1.231 -2.132 3.449
C: 1.866 3.146 2.218
C: 3.383 3.164 2.209
As: 4.110 4.958 1.827
C: 5.882 4.703 2.627
C: 6.504 3.457 2.593
C: 7.780 3.286 3.112
C: 8.452 4.359 3.672
C: 7.844 5.604 3.705
C: 6.573 5.773 3.183
C: 3.285 5.858 3.351
C: 2.502 6.976 3.105
C: 1.824 7.607 4.142
C: 1.928 7.116 5.431
C: 2.712 5.998 5.685
C: 3.388 5.374 4.652
P: 1.286 1.435 2.621
C: 1.988 1.244 4.295
C: 1.738 2.201 5.282
C: 2.344 2.115 6.521
C: 3.215 1.064 6.788
C: 3.460 0.107 5.820
C: 2.846 0.191 4.576
C: -0.481 1.780 2.928
C: -1.195 1.191 3.963
C: -2.557 1.409 4.084
C: -3.224 2.214 3.173
C: -2.524 2.793 2.128
C: -1.164 2.573 2.004
H: 1.470 3.383 1.225
H: 1.462 3.877 2.928
H: 3.768 2.493 1.436
H: 3.783 2.829 3.171
H: 5.998 2.598 2.172
H: 8.239 2.307 3.084
H: 9.443 4.225 4.086
H: 8.360 6.447 4.144
H: 6.110 6.753 3.228
H: 2.410 7.355 2.094
H: 1.212 8.475 3.936
H: 1.396 7.600 6.239
H: 2.786 5.605 6.691
H: 3.985 4.494 4.862
H: 1.058 3.021 5.075
H: 2.136 2.860 7.279
H: 3.688 0.986 7.758
H: 4.114 -0.729 6.030
H: 2.998 -0.585 3.837
H: -0.689 0.538 4.664
H: -3.100 0.933 4.890
H: -4.291 2.367 3.269
H: -3.033 3.396 1.387
H: -0.647 2.999 1.151
N: -0.001 10.969 0.247
C: 0.025 9.840 0.014
C: 0.056 8.436 -0.275
C: 0.300 7.989 -1.575
C: 0.308 6.637 -1.837
C: 0.087 5.690 -0.818
C: -0.148 6.167 0.484
C: -0.171 7.518 0.753
C: 0.077 4.305 -1.111
C: 0.052 3.107 -1.406
H: 0.475 8.697 -2.376
H: 0.485 6.278 -2.842
H: -0.333 5.456 1.282
H: -0.373 7.869 1.757

Results
**Total charge**: -2
**HOMO level**: -0.087 hartree
**Energy above the lowest of the compared OMol25 structures with the same formula, charge and spin**: 12.7 kcal per mole


Entry 2:
Below is C33H21AsBiF9N3OS7 as an isolated structure, with properties calculated with wB97M-V/def2-TZVPD.

Atoms and positions in Å:
Bi: 0.895 0.119 0.129
S: 3.722 -6.204 2.613
C: 3.228 -4.693 2.178
S: 3.834 -3.844 0.805
C: 2.868 -2.395 0.971
C: 2.035 -2.365 2.026
S: 0.984 -1.047 2.477
S: 2.052 -3.781 3.050
S: 3.106 -1.129 -0.215
N: 0.752 3.941 -0.191
C: 0.402 3.796 1.097
N: 0.123 2.662 1.668
C: -0.249 2.853 2.993
C: -0.634 1.847 3.877
C: -1.018 2.187 5.161
C: -1.027 3.516 5.583
C: -0.649 4.530 4.718
C: -0.263 4.185 3.432
S: 0.241 5.223 2.124
H: 1.022 3.120 -0.748
H: 1.084 4.831 -0.515
H: -0.642 0.819 3.543
H: -1.324 1.407 5.847
H: -1.334 3.760 6.591
H: -0.658 5.564 5.039
S: -1.439 -2.557 -3.143
C: -0.738 -1.948 -1.843
N: -0.260 -1.528 -0.847
F: 0.648 2.300 -5.058
C: 0.522 1.992 -3.757
F: -0.199 2.972 -3.187
F: -0.210 0.876 -3.678
C: 1.880 1.809 -3.007
O: 1.652 1.647 -1.690
C: 2.622 0.569 -3.596
F: 1.940 -0.546 -3.336
F: 2.793 0.637 -4.929
F: 3.834 0.442 -3.045
C: 2.762 3.078 -3.225
F: 3.109 3.291 -4.504
F: 2.105 4.181 -2.808
F: 3.885 3.008 -2.508
C: -5.313 2.048 4.135
C: -4.427 2.764 3.340
C: -3.603 2.096 2.448
C: -3.659 0.708 2.332
C: -4.554 -0.002 3.124
C: -5.376 0.667 4.024
As: -2.424 -0.105 1.054
C: -2.718 -1.993 1.392
C: -3.137 -2.870 0.399
C: -3.185 -4.236 0.648
C: -2.814 -4.733 1.888
C: -2.384 -3.863 2.881
C: -2.327 -2.500 2.630
C: -3.454 0.166 -0.574
C: -4.818 -0.109 -0.641
C: -5.518 0.110 -1.817
C: -4.860 0.609 -2.935
C: -3.505 0.892 -2.873
C: -2.806 0.674 -1.692
H: -5.951 2.567 4.840
H: -4.367 3.843 3.425
H: -2.901 2.658 1.841
H: -4.609 -1.080 3.044
H: -6.068 0.104 4.640
H: -3.401 -2.500 -0.584
H: -3.495 -4.910 -0.141
H: -2.842 -5.799 2.076
H: -2.071 -4.247 3.844
H: -1.956 -1.832 3.399
H: -5.334 -0.497 0.230
H: -6.578 -0.111 -1.863
H: -5.406 0.775 -3.856
H: -2.983 1.273 -3.741
H: -1.746 0.896 -1.657

Results
**Total charge**: -1
**HOMO level**: -0.187 hartree
**Energy above the lowest of the compared OMol25 structures with the same formula, charge and spin**: 0.0 kcal per mole


Entry 3:
Below is C17H85F6InN2O34P as an isolated structure in a non-equilibrium geometry, with properties calculated with wB97M-V/def2-TZVPD.

Atoms and positions in Å:
C: 3.083 -1.107 -0.269
O: 3.913 0.108 -0.275
C: 3.986 0.651 -1.640
C: 2.538 1.263 -2.109
C: 2.651 2.898 -2.343
C: 1.097 3.484 -2.506
C: 0.521 3.129 -4.023
C: -0.632 1.924 -3.964
C: -2.088 2.675 -3.924
C: -3.138 1.753 -3.021
In: -3.466 -0.330 -3.881
N: -1.676 -1.197 -4.717
C: -1.002 -1.956 -3.792
C: -0.452 -1.454 -2.328
C: -0.648 -3.540 -4.192
C: -4.513 -1.764 -2.432
O: -5.438 -2.572 -2.963
C: -4.151 -1.862 -0.806
F: -3.044 -0.938 -0.405
F: -3.578 -3.250 -0.634
C: -5.468 -1.800 0.167
F: -6.499 -2.848 -0.182
F: -4.998 -2.195 1.547
C: -6.210 -0.343 0.251
F: -5.396 0.809 -0.199
F: -6.496 -0.105 1.713
C: -7.658 -0.252 -0.512
O: -8.764 -0.603 0.166
O: -7.786 0.257 -1.918
P: -5.048 -0.007 -5.900
N: -5.786 -1.407 -6.251
O: -6.203 1.291 -5.597
O: -4.098 0.469 -7.282
H: 2.874 -1.513 -1.370
H: 3.541 -2.008 0.335
H: 2.022 -0.858 0.203
H: 4.384 -0.187 -2.371
H: 4.764 1.526 -1.632
H: 2.239 0.744 -3.118
H: 1.682 1.085 -1.331
H: 3.332 3.140 -3.267
H: 3.098 3.357 -1.349
H: 0.458 2.952 -1.681
H: 1.107 4.658 -2.437
H: 1.367 2.726 -4.725
H: 0.027 4.063 -4.559
H: -0.505 1.174 -4.855
H: -0.483 1.378 -2.918
H: -2.008 3.718 -3.399
H: -2.525 2.867 -5.000
H: -4.164 2.336 -2.981
H: -2.755 1.648 -1.900
H: -0.502 -2.349 -1.575
H: 0.658 -1.055 -2.514
H: -1.064 -0.508 -1.974
H: -1.205 -3.879 -5.179
H: -0.818 -4.254 -3.279
H: 0.519 -3.532 -4.427
H: -7.336 1.155 -1.869
H: -5.459 -2.107 -5.532
H: -5.755 2.095 -6.013
H: -3.117 0.376 -7.096
O: 5.680 -2.934 -0.509
H: 6.279 -3.695 -0.471
H: 6.148 -2.244 -0.015
O: 7.439 -5.543 0.394
H: 6.933 -6.358 0.531
H: 8.235 -5.668 0.932
O: 3.506 -0.566 3.171
H: 3.622 -0.207 2.279
H: 3.779 0.158 3.753
O: -8.613 3.023 -1.132
H: -9.429 2.670 -0.747
H: -8.852 3.922 -1.403
O: 3.754 4.283 0.344
H: 3.580 3.502 0.892
H: 4.280 4.859 0.919
O: 1.970 2.052 2.994
H: 2.300 2.388 3.842
H: 1.043 1.834 3.173
O: -2.028 0.529 2.522
H: -2.879 0.081 2.396
H: -1.480 0.197 1.795
O: 4.423 -2.593 -3.441
H: 4.586 -3.171 -2.680
H: 5.304 -2.267 -3.681
O: 1.067 3.279 5.439
H: 1.414 3.609 6.282
H: 0.132 3.102 5.624
O: -3.277 -6.091 0.546
H: -4.093 -6.444 0.931
H: -3.516 -5.192 0.275
O: 3.470 2.054 5.808
H: 3.800 2.389 6.656
H: 2.543 1.836 5.987
O: -8.375 2.271 2.980
H: -9.182 2.150 2.456
H: -7.730 1.687 2.555
O: 7.687 -1.681 -2.423
H: 7.072 -1.943 -1.721
H: 8.554 -1.958 -2.090
O: -0.133 -1.624 2.694
H: 0.214 -1.294 3.537
H: -1.068 -1.801 2.880
O: 3.487 1.081 -4.848
H: 3.919 1.562 -5.570
H: 4.207 0.583 -4.434
O: -1.185 -2.814 -7.319
H: -1.399 -2.085 -6.718
H: -2.003 -2.952 -7.821
O: 6.323 -0.440 1.837
H: 5.507 -0.793 2.222
H: 6.084 0.459 1.566
O: -9.672 5.817 -1.098
H: -9.464 6.679 -1.489
H: -9.751 6.004 -0.150
O: 2.832 2.716 8.540
H: 2.658 1.936 9.087
H: 3.358 3.292 9.114
O: -5.999 -5.657 -0.258
H: -6.816 -6.010 0.127
H: -6.238 -4.757 -0.529
O: 5.810 6.181 1.566
H: 5.488 7.065 1.797
H: 6.550 6.352 0.964
O: 3.350 1.093 -7.375
H: 2.499 0.645 -7.500
H: 3.898 0.761 -8.101
O: 2.450 -0.478 9.479
H: 1.599 -0.925 9.354
H: 2.998 -0.810 8.753
O: 8.701 -4.002 2.429
H: 7.884 -4.355 2.814
H: 8.462 -3.103 2.158
O: 0.752 -2.889 9.321
H: 0.246 -3.703 9.458
H: 1.548 -3.014 9.859
O: 3.516 -1.789 12.160
H: 3.030 -1.399 12.902
H: 3.202 -1.294 11.388
O: -4.048 2.616 1.624
H: -4.554 1.802 1.761
H: -3.252 2.491 2.162
O: 2.750 -1.205 6.459
H: 1.899 -1.652 6.334
H: 3.298 -1.537 5.732

Results
**Total charge**: -1
**HOMO level**: -0.178 hartree


Entry 4:
Below is one molecule with the formula C2H8N2 in a non-equilibrium geometry, with properties calculated with wB97M-V/def2-TZVPD.

Atoms and positions in Å:
C: -0.572 -1.020 0.447
C: -0.397 1.280 -0.065
N: 1.741 -0.049 -0.026
N: 0.187 0.152 0.635
H: -1.528 -0.668 0.059
H: -0.068 -1.762 -0.295
H: -0.661 -1.510 1.384
H: -1.451 1.195 -0.169
H: -0.350 2.269 0.369
H: 0.008 1.288 -1.189
H: 1.706 0.117 -1.038
H: 2.207 0.695 0.458

Results
**HOMO level**: -0.332 hartree
**Energy above the lowest of the compared OMol25 structures with the same formula, charge and spin**: 58.6 kcal per mole


Entry 5:
Below is a 11-piece molecular cluster, H22O11 overall, with properties calculated with wB97M-V/def2-TZVPD.

Atoms and positions in Å:
O: -0.706 -0.477 -0.285
H: -0.775 0.464 -0.519
H: -0.094 -0.490 0.468
O: -3.619 0.992 -1.645
H: -4.151 1.529 -2.241
H: -3.130 1.631 -1.106
O: 0.975 -1.182 -2.957
H: 1.829 -1.583 -2.761
H: 0.327 -1.769 -2.536
O: 1.878 1.732 -0.361
H: 2.560 1.591 0.309
H: 1.941 0.954 -0.935
O: -0.053 3.342 -2.086
H: 0.449 2.739 -1.519
H: 0.637 3.818 -2.559
O: -1.598 2.240 0.179
H: -0.874 2.876 0.242
H: -1.814 2.006 1.099
O: 0.573 -0.556 2.269
H: 0.569 -1.356 2.810
H: 0.459 0.169 2.898
O: 2.224 -3.328 0.550
H: 1.407 -2.836 0.695
H: 2.597 -3.464 1.429
O: -2.796 0.548 1.998
H: -3.738 0.688 1.842
H: -2.527 -0.094 1.319
O: 3.487 -0.168 1.442
H: 2.598 -0.479 1.662
H: 4.026 -0.401 2.207
O: -0.925 -3.127 -1.018
H: -0.707 -3.750 -0.316
H: -1.029 -2.259 -0.575

Results
**HOMO level**: -0.392 hartree
**Energy above the lowest of the compared OMol25 structures with the same formula, charge and spin**: 25.5 kcal per mole


Entry 6:
Below is a 2-piece molecular cluster, C5H8O overall in a non-equilibrium geometry, with properties calculated with wB97M-V/def2-TZVPD.

Atoms and positions in Å:
C: -2.377 0.635 0.130
C: -1.391 1.367 0.601
O: -0.550 2.050 1.039
C: 0.302 -0.801 -0.029
C: 1.247 0.166 -0.694
C: 1.775 -0.953 0.161
H: -2.258 -0.275 -0.452
H: -0.274 -0.508 0.842
H: -3.362 1.003 0.366
H: -0.237 -1.474 -0.693
H: 1.358 1.192 -0.347
H: 1.347 0.081 -1.774
H: 2.269 -1.806 -0.294
H: 2.151 -0.677 1.144

Results
**HOMO level**: -0.341 hartree
**Energy above the lowest of the compared OMol25 structures with the same formula, charge and spin**: 53.5 kcal per mole